[1]
Formula: C5H35N2O12
Source: the OMol25 dataset
Level of theory: wB97M-V/def2-TZVPD

The geometry in XYZ format:
```
54
Properties=species:S:1:pos:R:3:forces:R:3
N 1.5443 -0.9291 -0.5673 -3.409 0.304 -5.577
C 0.2035 -0.0948 -0.3887 0.253 -3.046 -1.923
C 0.1247 1.0016 -1.3974 1.981 2.092 -0.539
C -0.9331 0.7473 -2.4167 -2.163 -1.084 1.435
C -0.9796 1.7382 -3.5261 -1.459 1.090 -1.048
C 0.2659 0.3359 1.0322 2.123 2.450 2.726
N -0.7151 1.1182 1.5911 -0.485 -4.791 -9.177
O 1.4032 0.2383 1.5701 -1.912 -0.238 -0.256
H 2.3834 -0.4626 -0.5328 2.802 2.834 -0.109
H 1.6058 -1.3526 0.2583 0.158 -3.515 4.116
H 1.6377 -1.5182 -1.4709 -0.828 0.836 2.110
H -0.6267 -0.8426 -0.6576 1.399 1.083 1.008
H 1.1535 1.2019 -1.9407 -1.860 -0.455 1.233
H -0.1265 1.9305 -0.8359 0.328 -0.308 -0.567
H -0.8367 -0.2437 -2.8770 0.297 -0.040 0.419
H -1.9509 0.6700 -1.8240 1.696 0.242 -1.187
H -1.1471 1.1186 -4.4105 0.801 0.579 -0.502
H -0.1245 2.4700 -3.5854 -0.894 -0.973 -0.115
H -1.9604 2.2744 -3.5181 0.965 0.214 0.273
H -0.7136 1.4454 2.4404 0.171 2.164 5.565
H -1.5940 1.0781 1.0068 1.152 0.393 1.513
H -4.4362 2.2275 -0.0568 0.133 -1.637 2.369
H -4.5812 1.1588 1.2564 -1.541 -0.733 -0.227
O -4.0765 1.7952 0.7900 1.383 2.148 -2.170
H -2.3458 -2.2846 0.3926 0.536 2.900 -0.142
H -2.4723 -1.1643 1.2910 -1.929 1.143 7.767
O -2.2330 -1.2513 0.4729 0.919 -4.186 -8.043
H -1.5785 3.4233 1.8789 -0.950 -0.630 0.220
H -2.7927 2.4484 2.0503 -2.856 -1.741 -2.636
O -2.1896 2.9545 2.4826 3.405 3.236 2.736
H 2.2221 -3.3958 2.3649 0.849 0.188 -0.585
H 1.0834 -4.3004 2.7513 0.316 0.174 0.219
O 1.5256 -3.4739 2.9973 -1.214 -0.397 0.429
H 1.3397 -1.5405 -3.7594 -0.347 -0.666 -0.131
H 1.9670 -0.5171 -4.5839 1.128 1.160 -4.446
O 1.7850 -0.7019 -3.7305 -0.833 -0.678 4.602
H 2.9263 3.6014 0.5443 -0.501 0.909 -0.132
H 2.6441 2.1110 0.7718 1.728 2.356 -0.453
O 3.4119 2.7893 0.5707 -1.946 -2.798 0.712
H -1.6983 -0.7597 3.6054 0.832 -3.315 -1.700
H -0.9182 -2.2295 3.1864 -0.294 1.349 0.589
O -1.6396 -1.6016 2.9727 -0.313 2.015 1.907
H -0.9679 -3.7725 1.8469 -0.097 0.662 2.161
H -0.9448 -4.8353 0.8401 -0.238 1.000 -0.220
O -0.9861 -3.8517 0.9242 0.109 -1.900 -1.984
H 1.2847 -4.7557 -0.9831 2.291 -2.216 2.160
H -0.0962 -4.3918 -1.2527 -3.924 -0.555 1.165
O 0.7523 -4.2522 -1.5067 1.789 3.003 -3.488
H 4.5748 -0.3018 0.9155 -0.272 0.472 -0.508
H 3.7110 0.9739 0.6846 1.246 -0.957 -0.526
O 4.1579 0.2315 0.2101 -0.449 -0.221 0.844
H 0.3270 4.9882 0.1904 0.583 -1.647 -0.670
H 0.8546 4.5837 1.3686 0.958 0.677 3.990
O 0.7758 4.1702 0.5631 -1.617 1.054 -3.207
```
Forces are in eV/Å.

Calculated values
- calculated total energy (eV) = -33294.358
- relative energy (zero: lowest compared OMol25 entry of this formula, charge and spin) (kJ/mol) = 599.0
- charge = +1
- LUMO level (eV) = -2.824

***

[2]
Formula: C5H8O2
Source: the OMol25 dataset
Level of theory: wB97M-V/def2-TZVPD

The geometry in XYZ format:
```
15
Properties=species:S:1:pos:R:3:forces:R:3
O -2.2833 0.4901 1.1110 -0.078 0.442 -0.310
C -1.1567 -0.2674 0.7621 0.275 -0.236 0.230
C 0.2452 0.3343 1.0741 -0.029 0.050 0.104
C 0.6359 0.0613 -0.3736 -0.068 -0.085 0.038
C 1.9253 -0.2942 -0.9590 0.178 -0.274 -0.012
O 1.3521 0.9945 -1.1534 0.009 0.266 -0.088
C -0.7783 -0.3873 -0.7333 -0.096 -0.059 -0.127
H -2.2453 1.3235 0.6160 -0.075 -0.235 0.233
H -1.3114 -1.2388 1.2292 0.074 0.001 0.009
H 0.2016 1.4092 1.2810 -0.036 -0.118 -0.028
H 0.8257 -0.1552 1.8624 -0.071 0.066 -0.170
H 2.8223 -0.3132 -0.3377 -0.194 -0.002 -0.060
H 1.9643 -0.9201 -1.8508 -0.043 0.070 0.139
H -1.3037 0.3458 -1.3556 0.111 -0.065 0.038
H -0.8939 -1.3826 -1.1724 0.043 0.179 0.004
```
Forces are in eV/Å.

Calculated values
- structure (SMILES) = O[C@H]1C[C@]2(CO2)C1
- calculated total energy (eV) = -9407.592
- relative energy (zero: lowest compared OMol25 entry of this formula, charge and spin) (kJ/mol) = 216.1
- LUMO level (eV) = 0.896